# 1
{
  "formula": "C3H8N2O",
  "method": "ωB97M-V/def2-TZVPD",
  "symbols": ["C", "C", "C", "N", "N", "O", "H", "H", "H", "H", "H", "H", "H", "H"],
  "positions_angstrom": [[1.744, -0.479, 0.066], [1.744, -0.698, -1.249], [-1.692, -0.233, 0.138], [-1.782, 1.656, -1.328], [-1.966, 0.937, -0.272], [-1.650, -0.466, 1.483], [2.361, -1.157, 0.711], [1.071, 0.206, 0.520], [1.172, -0.089, -1.954], [2.389, -1.378, -1.737], [-1.034, -0.881, -0.447], [-1.320, 1.095, -2.016], [-2.314, 1.628, 0.498], [-1.979, -1.363, 1.543]],
  "nbo_charge": [-0.385, -0.391, 0.167, -0.616, -0.217, -0.684, 0.198, 0.200, 0.187, 0.191, 0.168, 0.295, 0.404, 0.483],
  "homo_lumo_gap_ev": 8.24,
  "spin_multiplicity": 1,
  "homo_energy_ev": -7.54,
  "relative_energy_kcal_mol": 115.8
}

---

# 2
{
  "formula": "C42H43IrN6O6",
  "method": "ωB97M-V/def2-TZVPD",
  "symbols": ["Ir", "C", "C", "N", "C", "C", "N", "C", "O", "O", "C", "O", "O", "H", "H", "H", "H", "H", "C", "C", "C", "C", "C", "C", "C", "C", "C", "C", "C", "C", "C", "C", "C", "N", "H", "H", "H", "H", "H", "H", "H", "H", "H", "H", "C", "C", "C", "C", "C", "C", "N", "C", "C", "C", "C", "C", "C", "C", "O", "O", "C", "C", "H", "H", "H", "H", "H", "H", "H", "H", "H", "H", "H", "H", "H", "H", "C", "C", "N", "C", "C", "C", "C", "N", "H", "H", "H", "H", "H", "H", "H", "H", "H", "H", "H", "H", "H", "H"],
  "positions_angstrom": [[0.233, -0.109, 0.082], [3.380, 1.560, -1.977], [2.760, 2.236, -0.819], [1.618, 1.898, -0.257], [1.376, 2.811, 0.731], [2.409, 3.724, 0.773], [3.276, 3.327, -0.215], [2.717, 4.922, 1.601], [1.838, 5.259, 2.507], [3.749, 5.524, 1.394], [0.134, 2.710, 1.571], [-0.165, 3.688, 2.273], [-0.515, 1.643, 1.483], [3.130, 0.502, -1.935], [4.459, 1.693, -1.971], [2.976, 1.969, -2.903], [4.147, 3.801, -0.405], [0.991, 4.674, 2.488], [-3.690, -2.349, 0.221], [-3.473, -3.216, 1.281], [-2.268, -3.195, 1.953], [-1.243, -2.342, 1.543], [-1.460, -1.447, 0.477], [-2.705, -1.438, -0.133], [0.080, -2.381, 2.146], [0.562, -3.518, 2.826], [1.848, -3.541, 3.282], [2.687, -2.434, 3.043], [4.048, -2.413, 3.395], [4.837, -1.338, 3.084], [4.287, -0.238, 2.415], [2.961, -0.224, 2.074], [2.130, -1.320, 2.360], [0.845, -1.313, 1.950], [-4.630, -2.367, -0.314], [-4.249, -3.904, 1.583], [-2.123, -3.828, 2.817], [-2.914, -0.715, -0.909], [-0.068, -4.387, 2.932], [2.247, -4.404, 3.793], [4.456, -3.272, 3.907], [5.885, -1.334, 3.347], [4.916, 0.602, 2.162], [2.534, 0.616, 1.550], [-0.277, -4.560, -6.727], [0.627, -3.410, -6.392], [0.769, -2.381, -7.317], [1.560, -1.278, -7.051], [2.191, -1.180, -5.828], [2.050, -2.193, -4.887], [2.627, -1.989, -3.622], [3.461, -2.853, -2.969], [4.388, -3.644, -3.661], [5.306, -4.405, -2.966], [5.319, -4.401, -1.576], [4.366, -3.672, -0.884], [3.431, -2.913, -1.564], [2.283, -2.301, -0.808], [1.687, -2.984, 0.009], [1.982, -1.098, -1.138], [1.284, -3.333, -5.162], [1.150, -4.396, -4.115], [-0.785, -4.379, -7.671], [-1.033, -4.690, -5.955], [0.286, -5.488, -6.810], [0.250, -2.448, -8.262], [1.674, -0.497, -7.787], [2.810, -0.328, -5.585], [2.146, -1.345, -2.997], [4.384, -3.617, -4.744], [6.025, -5.005, -3.509], [6.060, -4.973, -1.036], [4.329, -3.689, 0.195], [2.100, -4.906, -3.968], [0.410, -5.141, -4.379], [0.874, -3.957, -3.157], [0.434, 2.708, -4.960], [-0.846, 1.889, -4.781], [-0.893, 1.219, -3.501], [-0.311, -0.106, -3.450], [-1.348, -1.193, -3.716], [-1.373, 1.779, -2.375], [-2.029, 3.135, -2.500], [-1.310, 1.159, -1.245], [0.386, 3.272, -5.888], [1.296, 2.048, -5.010], [0.577, 3.402, -4.134], [-0.888, 1.123, -5.561], [-1.715, 2.536, -4.910], [0.113, -0.251, -2.447], [0.485, -0.157, -4.195], [-2.185, -1.072, -3.034], [-0.901, -2.168, -3.547], [-1.708, -1.150, -4.743], [-2.883, 3.097, -3.176], [-1.322, 3.870, -2.883], [-2.379, 3.467, -1.525], [-1.749, 1.664, -0.482]],
  "lowdin_charge": [1.348, 0.022, -0.343, 0.074, -0.138, -0.068, 0.191, -0.500, 0.130, 0.091, -0.576, 0.049, -0.070, 0.054, 0.090, 0.079, 0.174, 0.074, -0.081, -0.086, -0.034, -0.192, -0.130, -0.119, -0.221, 0.015, 0.022, -0.151, -0.030, -0.074, -0.054, -0.005, -0.210, 0.073, 0.103, 0.102, 0.106, 0.067, 0.113, 0.123, 0.115, 0.105, 0.107, 0.077, -0.048, -0.230, -0.055, -0.085, -0.046, -0.233, 0.096, -0.227, -0.029, -0.087, -0.093, -0.024, -0.072, -0.587, 0.071, -0.157, -0.164, -0.007, 0.074, 0.080, 0.089, 0.105, 0.100, 0.110, 0.096, 0.118, 0.102, 0.096, 0.113, 0.086, 0.070, 0.089, -0.059, -0.201, -0.080, -0.208, -0.027, -0.399, 0.017, 0.064, 0.078, 0.058, 0.069, 0.123, 0.109, 0.058, 0.097, 0.060, 0.072, 0.078, 0.090, 0.084, 0.089, 0.061],
  "homo_lumo_gap_ev": [6.80, 6.80],
  "spin_multiplicity": 1,
  "homo_energy_ev": [-7.66, -7.66]
}

---

Question: Number 1 is which compound?
Answer: C3H8N2O